No. 1
Entry from the OMol25 dataset: 10 unconnected molecules or ions with the total composition C47H94N12O13Si (wB97M-V/def2-TZVPD).

Last column: Löwdin charge in e.
Atoms and positions in Å:
C1 5.9464 1.5189 -0.3895  -0.1110
N1 4.9352 2.5822 -0.1045  -0.1696
C2 5.6025 3.7701 0.5393  -0.0879
C3 3.8403 2.0940 0.7462  -0.3748
O1 4.1048 1.1705 1.5788  0.0337
C4 2.3910 2.7454 0.5896  -0.0712
C5 1.2895 1.7133 0.0209  -0.0443
C6 1.8519 0.6425 -0.9762  0.0781
C7 0.9312 -0.4244 -1.6038  -0.0275
C8 -0.5446 -0.3396 -1.1251  0.0060
C9 -1.1708 0.6716 -0.1454  -0.0372
C10 -2.7187 0.5115 0.1880  -0.1037
C11 -3.6378 1.7486 -0.2492  -0.2466
O2 -4.0484 2.4236 0.9801  -0.2947
Si1 -5.5656 3.2401 0.7951  0.4690
C12 -5.6438 4.5310 2.2475  -0.1937
C13 -7.0272 2.0212 1.1292  -0.1804
C14 -5.7547 4.2445 -0.8225  -0.1871
C15 -0.2261 1.7676 0.4486  -0.0193
C16 -0.7759 2.8850 1.4428  -0.1412
C17 -1.3774 4.1875 0.7349  -0.1659
C18 -0.3572 4.9742 -0.2178  -0.2459
N2 -0.7260 4.6238 -1.6472  -0.0226
C19 -1.1626 -1.5526 -1.9397  -0.3081
O3 -2.2788 -2.1162 -1.8967  0.0420
N3 -0.1783 -2.0429 -2.9618  0.0900
C20 1.2028 -1.6172 -2.6173  -0.3221
O4 2.3081 -2.0516 -2.9919  0.0668
H1 5.4200 0.4914 -0.5249  0.0758
H2 6.5114 1.7107 -1.3768  0.0914
H3 6.7547 1.4168 0.4196  0.0889
H4 6.3608 3.4708 1.3479  0.1008
H5 6.0697 4.4539 -0.2434  0.0766
H6 4.7512 4.3569 1.0613  0.0968
H7 2.5053 3.6788 -0.0552  0.1107
H8 2.0917 3.1178 1.6420  0.1116
H9 2.9593 0.6222 -1.2937  0.1177
H10 -3.1262 -0.4507 -0.3050  0.1121
H11 -2.8031 0.3304 1.3207  0.1324
H12 -4.5927 1.3032 -0.7250  0.1153
H13 -3.1711 2.4456 -1.0232  0.1189
H14 -4.9374 4.1122 3.0605  0.0411
H15 -6.6949 4.6312 2.6872  0.0390
H16 -5.1824 5.5199 1.9100  0.0307
H17 -6.6355 0.9701 0.8540  0.0345
H18 -7.1725 2.0333 2.2751  0.0490
H19 -7.9693 2.3156 0.5569  0.0164
H20 -6.8811 4.3195 -1.0714  0.0519
H21 -5.4186 5.3247 -0.5957  0.0403
H22 -5.1749 3.8431 -1.7185  0.0338
H23 0.0893 3.2021 2.1319  0.0729
H24 -1.5923 2.4066 2.0976  0.1209
H25 -1.6548 4.9185 1.5877  0.1086
H26 -2.3372 4.0207 0.1460  0.0833
H27 -0.4785 6.1227 -0.1146  0.1097
H28 0.7454 4.7598 -0.0278  0.0874
H29 -1.5932 5.1465 -1.8565  0.0635
H30 0.0436 4.8795 -2.2904  0.0049
H31 -0.3532 -1.4549 -3.8038  0.1497
C21 5.1113 -4.9926 0.3560  -0.0567
N4 5.2857 -3.6371 -0.1217  -0.1948
C22 5.0435 -3.3495 -1.5232  -0.0378
C23 5.6704 -2.6216 0.7037  -0.3260
O5 5.8334 -1.4643 0.3636  0.0056
H32 5.7902 -5.6536 -0.1896  0.0907
H33 4.0784 -5.3037 0.1778  0.0907
H34 5.3263 -5.0616 1.4234  0.0585
H35 5.9565 -2.9464 -1.9689  0.0946
H36 4.2540 -2.5989 -1.6041  0.0704
H37 4.7447 -4.2542 -2.0537  0.0899
H38 5.8276 -2.9452 1.7455  0.1207
C24 -3.7606 -4.7758 -3.5315  -0.0516
N5 -4.7911 -4.2721 -4.4174  -0.1955
C25 -4.4650 -3.1952 -5.3312  -0.0514
C26 -6.0579 -4.7791 -4.4183  -0.3425
O6 -6.9684 -4.3976 -5.1394  -0.0090
H39 -3.4092 -3.9596 -2.8957  0.0613
H40 -2.9292 -5.1548 -4.1322  0.0890
H41 -4.1438 -5.5809 -2.9022  0.0886
H42 -5.1163 -2.3418 -5.1264  0.0897
H43 -4.6397 -3.5303 -6.3569  0.0889
H44 -3.4222 -2.8972 -5.2148  0.0809
H45 -6.2024 -5.5935 -3.6876  0.0896
C27 -11.1945 -1.3272 -0.8604  -0.0624
N6 -10.3069 -0.1826 -0.8321  -0.2002
C28 -8.9943 -0.2967 -1.4393  -0.0354
C29 -10.6651 0.9980 -0.2536  -0.3309
O7 -9.9665 1.9937 -0.1973  -0.0084
H46 -10.7155 -2.1628 -0.3436  0.0899
H47 -11.3869 -1.6038 -1.9001  0.0901
H48 -12.1423 -1.0997 -0.3698  0.0825
H49 -8.2313 -0.1043 -0.6813  0.0745
H50 -8.8990 0.4519 -2.2297  0.0965
H51 -8.8518 -1.2933 -1.8587  0.0907
H52 -11.6792 0.9787 0.1769  0.1311
C30 1.7648 -2.7096 5.2934  -0.0621
N7 2.9584 -2.3963 4.5353  -0.1993
C31 2.8289 -1.6423 3.3009  -0.0290
C32 4.1977 -2.7865 4.9439  -0.3372
O8 5.2389 -2.5569 4.3538  -0.0040
H53 1.0910 -3.3021 4.6691  0.0903
H54 1.2702 -1.7781 5.5810  0.0832
H55 2.0097 -3.2767 6.1930  0.0832
H56 3.2303 -2.2360 2.4759  0.0865
H57 3.4081 -0.7197 3.3819  0.0859
H58 1.7829 -1.4029 3.1057  0.0903
H59 4.1828 -3.3506 5.8907  0.1318
C33 1.1567 2.6519 6.2608  -0.0572
N8 0.0474 3.3677 5.6636  -0.1975
C34 -1.2129 3.4333 6.3780  -0.0419
C35 0.1499 3.9816 4.4515  -0.3454
O9 -0.7422 4.5967 3.8972  0.0094
H60 0.8659 1.6098 6.4172  0.0846
H61 1.4007 3.1103 7.2226  0.0895
H62 2.0364 2.6844 5.6160  0.0858
H63 -1.9976 2.9875 5.7618  0.0932
H64 -1.4657 4.4801 6.5629  0.0940
H65 -1.1432 2.8994 7.3264  0.0868
H66 1.1471 3.8716 3.9945  0.1267
C36 -9.9294 -8.6955 -4.1081  -0.0604
N9 -9.0415 -8.1191 -3.1192  -0.2018
C37 -9.0487 -8.6548 -1.7717  -0.0470
C38 -8.1994 -7.0892 -3.4148  -0.3167
O10 -7.4306 -6.5619 -2.6300  -0.0063
H67 -10.9622 -8.5874 -3.7665  0.0886
H68 -9.6933 -9.7565 -4.2244  0.0887
H69 -9.8179 -8.1968 -5.0720  0.0870
H70 -9.3110 -7.8583 -1.0710  0.0923
H71 -8.0488 -9.0211 -1.5265  0.0926
H72 -9.7689 -9.4694 -1.6875  0.0861
H73 -8.2717 -6.7570 -4.4628  0.1351
C39 10.8679 3.6359 -0.1429  -0.0596
N10 9.8418 4.1294 -1.0388  -0.2006
C40 10.1628 5.2160 -1.9436  -0.0464
C41 8.5838 3.6048 -1.0585  -0.3436
O11 7.6780 3.9732 -1.7857  -0.0045
H74 11.2005 4.4526 0.5030  0.0888
H75 11.7123 3.2716 -0.7337  0.0891
H76 10.4881 2.8222 0.4768  0.0868
H77 9.4964 6.0583 -1.7424  0.0924
H78 10.0055 4.8836 -2.9726  0.0929
H79 11.1994 5.5288 -1.8134  0.0863
H80 8.4455 2.7863 -0.3344  0.1155
C42 6.8171 -5.5081 3.9541  -0.0637
N11 7.2430 -6.4668 4.9549  -0.2028
C43 8.4216 -6.1767 5.7476  -0.0468
C44 6.5713 -7.6323 5.1750  -0.3502
O12 6.8769 -8.4755 5.9978  0.0068
H81 7.6219 -5.3723 3.2263  0.0939
H82 6.6021 -4.5549 4.4425  0.0708
H83 5.9211 -5.8544 3.4362  0.0690
H84 9.1597 -6.9680 5.5948  0.0921
H85 8.1458 -6.1552 6.8048  0.0923
H86 8.8488 -5.2155 5.4600  0.0879
H87 5.6926 -7.7550 4.5211  0.1285
C45 1.9160 7.2334 -6.2234  -0.0612
N12 2.0403 6.1317 -5.2908  -0.2009
C46 3.3341 5.4973 -5.1207  -0.0387
C47 0.9820 5.6719 -4.5686  -0.3143
O13 1.0222 4.7515 -3.7706  -0.0057
H88 2.1951 6.8883 -7.2222  0.0898
H89 2.5874 8.0389 -5.9152  0.0899
H90 0.8927 7.6112 -6.2489  0.0841
H91 3.2500 4.4382 -5.3752  0.0954
H92 3.6402 5.5824 -4.0753  0.0958
H93 4.0793 5.9705 -5.7609  0.0877
H94 0.0482 6.2205 -4.7714  0.1380

Atomic forces in eV per Å
0.3 -1.4 -0.8
0.2 -0.2 0.9
-1.3 1.0 0.2
1.7 -2.6 2.2
-1.8 3.2 -2.9
0.1 0.0 0.5
-1.0 -2.0 -1.3
-2.8 -0.6 0.2
-0.8 3.5 3.6
2.0 0.1 -0.5
3.0 -0.5 -1.3
0.7 -0.3 -0.1
-0.7 -1.2 0.4
-1.0 0.7 -1.7
-0.3 0.5 1.4
0.9 -0.4 0.3
0.9 -0.5 0.2
-0.3 0.7 -0.4
1.3 -2.1 -2.2
0.2 -0.7 -0.5
0.5 1.4 0.8
-0.8 0.5 -0.7
0.5 0.4 1.2
-2.1 -0.3 0.3
3.6 2.2 0.1
1.0 0.8 0.0
1.1 1.3 1.4
-4.2 1.3 0.9
1.0 1.9 0.5
-1.1 0.2 1.5
-1.4 0.0 -0.8
-1.0 0.2 -1.1
-0.6 -1.2 1.1
1.5 -0.7 -0.7
-0.3 -1.4 0.6
0.4 -0.7 -1.7
-1.9 0.3 0.8
0.9 1.6 0.6
-0.1 0.6 -1.6
1.4 0.6 0.4
-0.3 -0.9 1.2
-1.2 0.7 -1.0
1.5 0.1 -0.7
-0.9 -1.2 0.6
-1.0 1.4 0.3
0.0 -0.1 -1.8
1.3 -0.7 0.9
1.8 -0.3 0.2
-0.3 -1.7 -0.5
-0.9 0.6 1.1
-1.5 -0.5 -1.3
1.2 0.7 -1.0
0.4 -1.4 -1.2
1.4 -0.1 0.8
0.2 -1.7 0.4
-1.6 0.0 -0.2
0.9 -0.4 -0.1
-1.1 -0.2 0.4
-0.3 -1.0 0.3
0.0 0.2 -0.3
0.2 0.4 0.6
0.0 0.3 0.1
-0.1 -0.4 -0.1
0.0 -0.4 -0.2
-0.1 -0.2 0.1
0.1 -0.2 0.1
0.0 0.1 -0.1
-0.1 0.0 -0.1
0.1 -0.1 -0.2
0.0 0.1 0.1
0.0 0.0 0.0
0.0 0.2 -0.1
-0.8 -0.3 -0.1
-0.3 -0.1 0.0
0.8 -0.1 0.2
0.1 0.2 -0.1
0.2 -0.2 0.0
0.1 0.0 0.2
-0.1 0.1 -0.1
0.1 0.0 -0.2
0.0 0.2 0.0
-0.1 -0.1 0.1
0.2 0.4 -0.2
0.3 0.1 -0.1
-0.4 0.6 0.4
0.1 0.3 0.1
0.2 -0.4 -0.2
-0.1 -0.2 -0.2
-0.2 -0.1 -0.1
-0.1 -0.1 0.1
0.1 0.1 0.0
0.1 0.0 -0.2
0.1 -0.1 0.0
-0.1 0.1 0.1
0.0 -0.1 0.0
0.1 0.1 -0.2
0.7 -0.4 0.5
0.4 0.1 0.0
-0.6 0.2 -0.2
-0.2 0.0 -0.1
-0.1 0.0 0.2
-0.1 -0.1 0.1
0.1 0.1 -0.1
-0.1 0.2 -0.1
-0.1 0.0 -0.3
0.1 -0.1 0.1
-0.1 0.0 0.0
-0.2 0.1 0.1
0.3 0.2 -0.7
-0.1 0.2 -0.2
-0.2 0.0 0.5
0.1 -0.1 0.5
0.2 0.0 0.1
0.1 -0.2 0.0
-0.1 0.0 0.0
-0.1 0.1 0.1
-0.1 -0.1 0.0
0.1 0.0 -0.1
0.1 -0.1 0.1
0.1 0.0 0.2
0.4 0.6 -0.3
0.2 0.2 0.1
-0.4 -0.4 -0.1
-0.5 -0.6 0.5
0.0 -0.1 -0.2
-0.2 0.0 -0.1
0.1 0.0 0.1
0.0 -0.2 0.1
-0.1 0.0 0.1
0.1 0.1 -0.1
0.0 0.0 0.0
0.0 0.2 -0.2
-0.6 -0.4 0.1
-0.3 0.0 -0.1
0.4 0.2 -0.1
0.5 0.1 0.0
0.1 -0.2 0.1
0.1 0.0 0.2
0.0 0.1 -0.1
0.1 0.0 -0.1
0.0 0.2 0.0
-0.1 -0.1 0.1
0.1 0.0 0.0
0.3 0.1 0.3
-0.6 -0.7 -0.1
-0.1 -0.3 0.1
0.3 0.3 0.0
0.1 0.3 -0.1
-0.1 0.1 -0.1
-0.1 0.1 -0.3
0.1 -0.1 0.1
0.1 0.1 0.1
0.2 0.0 0.0
-0.1 -0.1 0.0
0.0 0.1 -0.1
0.2 -0.2 0.1
-0.8 -0.1 0.3
-0.1 -0.2 0.2
0.5 0.2 -0.4
0.6 0.2 -0.6
0.0 0.2 0.0
-0.1 0.1 -0.2
0.1 -0.1 0.1
0.2 0.1 0.1
0.1 -0.1 -0.1
-0.2 0.0 0.0
0.0 0.1 0.0

Computed properties:
LUMO (eV): -0.48
HOMO-LUMO gap (eV): 7.728
Total charge: 0
SMILES: CN(C)C(=O)Cc1cc2c(c(CCO[Si](C)(C)C)c1CCCN)C(=O)NC2=O.CN(C)C=O.CN(C)C=O.CN(C)C=O.CN(C)C=O.CN(C)C=O.CN(C)C=O.CN(C)C=O.CN(C)C=O.CN(C)C=O
Maximum force (hartree/bohr): 0.099
Electronic energy (Ha): -3771.7592

No. 2
Entry from the OMol25 dataset: a molecular structure, C17H16CrN6OS2Te (wB97M-V/def2-TZVPD).

Last column: Löwdin charge in e.
Atoms and positions in Å:
Cr1 -0.2596 -0.5876 -0.2411  0.2178
N1 -1.5557 3.4166 -1.2764  0.1209
C1 -0.9899 2.2646 -0.9286  -0.7982
S1 -2.0155 0.8633 -0.7554  0.7045
N2 0.2960 2.2190 -0.6977  0.0082
N3 0.7704 1.0453 -0.2966  -0.2144
C2 2.0329 0.9604 0.0373  -0.0470
C3 2.4194 -0.2976 0.5807  -0.2430
C4 3.6835 -0.5781 1.1122  0.0238
C5 3.8994 -1.7889 1.7372  -0.0101
C6 2.8498 -2.7089 1.7916  -0.0128
C7 1.6441 -2.3871 1.2010  -0.1058
N4 1.4093 -1.2108 0.6156  -0.0348
H1 -2.5439 3.4715 -1.4534  0.1039
H2 -0.9801 4.2352 -1.3817  0.1208
H3 2.6928 1.8136 -0.0460  0.1462
H4 4.4643 0.1565 1.0121  0.1264
H5 4.8593 -2.0257 2.1703  0.1234
H6 2.9793 -3.6688 2.2640  0.1192
H7 0.8265 -3.0968 1.1730  0.1080
Te1 0.6799 -1.2164 -2.6001  1.0711
C8 1.4531 -3.0956 -2.0498  -0.9763
C9 2.7551 -3.5057 -2.0818  -0.2453
C10 2.9181 -4.8628 -1.7369  -0.1846
C11 1.7416 -5.4771 -1.4513  -0.3991
S2 0.4088 -4.4049 -1.5802  0.9391
H8 3.5669 -2.8467 -2.3335  0.1025
H9 3.8670 -5.3642 -1.7138  0.1069
H10 1.5657 -6.5008 -1.1886  0.0674
N5 -5.8661 -3.7514 2.0813  0.1864
C12 -5.2075 -4.1156 0.9598  -0.5017
O1 -5.5617 -5.0089 0.2273  0.1018
C13 -3.9436 -3.3485 0.6806  -0.0882
C14 -3.1140 -2.8504 1.6841  0.0207
C15 -1.9436 -2.2106 1.3360  -0.1041
N6 -1.5546 -2.0284 0.0640  -0.1299
C16 -2.3348 -2.5456 -0.8979  -0.1591
C17 -3.5196 -3.1961 -0.6391  0.0510
H11 -6.7172 -4.2359 2.3146  0.1250
H12 -5.6415 -2.9218 2.6021  0.1048
H13 -3.3653 -2.9776 2.7251  0.1222
H14 -1.2847 -1.8059 2.1029  0.1266
H15 -1.9871 -2.4082 -1.9168  0.0696
H16 -4.1202 -3.5881 -1.4425  0.1363

Atomic forces in eV per Å
-0.6 0.2 -1.1
0.1 0.2 -0.1
-0.1 -0.8 0.2
0.3 -0.5 0.4
0.6 1.5 -0.3
1.2 0.6 0.2
-1.1 0.9 -0.5
0.4 -0.9 0.5
-0.5 0.2 -0.4
-0.5 -0.3 -0.1
0.3 0.2 -0.1
-0.1 -0.4 0.2
0.9 0.1 0.7
0.1 0.0 0.0
0.0 0.0 0.0
0.0 0.0 0.0
0.1 0.1 0.1
0.1 0.0 0.0
0.0 -0.1 0.0
0.0 0.0 0.0
0.2 -0.1 0.0
-0.6 0.0 0.1
-0.2 0.5 0.0
-0.1 -0.3 0.1
-0.3 0.1 0.1
0.6 0.2 -0.3
0.1 0.1 -0.1
0.2 -0.1 0.0
0.1 -0.3 0.1
-0.1 0.1 0.3
-0.1 0.0 0.1
0.1 0.0 -0.2
0.6 0.2 -0.2
-0.3 -0.1 -0.1
0.2 0.1 0.1
-1.2 -1.1 0.4
-0.1 0.1 -0.4
-0.2 -0.2 0.4
0.0 0.0 -0.1
0.0 0.0 -0.1
0.0 0.0 0.1
-0.1 -0.1 -0.1
0.0 0.1 0.1
0.0 -0.1 -0.1

Computed properties:
LUMO (alpha / beta) (eV): -4.39 / -4.31
HOMO-LUMO gap (alpha / beta) (eV): 6.132 / 6.371
Total charge: +1
Maximum force (hartree/bohr): 0.032
Multiplicity: 2
Electronic energy (Ha): -3169.8559
⟨S²⟩: 0.8847

No. 3
Entry from the OMol25 dataset: a single C3H5FOS molecule (wB97M-V/def2-TZVPD).

Last column: Löwdin charge in e.
Atoms and positions in Å:
O1 -0.6369 1.3618 -1.5980  0.0421
C1 0.2057 1.2475 -0.7282  -0.2785
C2 0.0863 0.4624 0.5718  -0.5943
S1 -1.3954 -0.6295 0.5530  0.7689
C3 1.3392 -0.3321 0.7951  -0.2909
F1 1.5853 -1.1521 -0.2547  -0.0326
H1 1.1634 1.8342 -0.7638  0.1380
H2 -0.0504 1.2007 1.3059  0.0955
H3 -1.1539 -1.1077 -0.6885  -0.1072
H4 2.1701 0.3730 0.8506  0.1191
H5 1.2379 -1.0211 1.6928  0.1399

Atomic forces in eV per Å
1.4 -0.4 1.3
-0.8 0.9 -0.9
-1.1 -1.7 -2.0
0.3 0.2 -0.1
0.1 -0.3 1.9
0.1 -0.6 -1.2
-0.3 -0.3 -0.2
-0.1 0.9 1.4
-0.1 0.1 0.3
0.3 -0.2 0.4
0.3 1.2 -0.8

Computed properties:
LUMO (eV): 0.64
HOMO-LUMO gap (eV): 10.118
Total charge: 0
SMILES: O=C[C@@H](S)CF
Maximum force (hartree/bohr): 0.056
Electronic energy (Ha): -690.5705

No. 4
Entry from the OMol25 dataset: 5 unconnected molecules or ions with the total composition C3H16O4S (wB97M-V/def2-TZVPD).

Last column: Löwdin charge in e.
Atoms and positions in Å:
C1 2.0217 2.5089 -2.6315  -0.1685
C2 1.6400 1.1297 -2.1471  -0.6573
S1 2.3743 0.6098 -0.6526  0.7739
C3 4.0806 0.4338 -1.2775  -0.4102
H1 1.7426 2.7462 -3.6235  0.0455
H2 3.1862 2.6198 -2.7067  0.1042
H3 1.5251 3.2414 -1.9846  0.0594
H4 2.0238 0.4706 -2.9099  0.0450
H5 0.5041 0.8599 -2.0646  0.1051
H6 3.9635 -0.2377 -2.1663  0.0462
H7 4.5506 1.3988 -1.3895  0.0073
H8 4.6826 0.0513 -0.3473  0.0674
O1 -1.5026 -1.3570 2.6718  -0.0443
H9 -2.0871 -0.6352 2.8568  0.0334
H10 -1.6705 -1.7307 1.7774  0.0398
O2 -2.6300 -3.8429 1.5643  -0.0135
H11 -2.2621 -3.2437 2.2659  0.0393
H12 -2.5434 -3.3296 0.8500  -0.0546
O3 -0.0786 2.4931 0.4612  -0.1279
H13 -0.9064 2.6624 0.9803  0.0506
H14 -0.2759 2.8016 -0.4864  0.0595
O4 -6.3563 -2.1344 1.8161  -0.0963
H15 -5.7991 -1.7038 1.1227  0.0435
H16 -6.5364 -1.4331 2.4965  0.0527

Atomic forces in eV per Å
1.5 0.7 1.0
-1.8 -0.7 -1.4
0.8 -0.1 1.3
0.0 -1.0 2.2
-0.8 -0.1 -1.2
-2.1 0.0 0.8
0.8 0.3 0.0
-0.1 -0.7 -0.4
1.9 1.0 -0.2
1.0 0.6 0.8
-0.1 0.3 -0.9
-1.1 -0.1 -2.0
0.7 -1.3 -0.7
-0.6 0.5 -0.3
0.1 1.2 0.9
0.2 -1.8 5.2
-0.7 -1.3 -0.3
0.3 2.6 -4.8
-1.5 0.8 -1.4
1.1 -0.1 -0.9
0.3 -0.6 2.3
0.4 1.4 0.1
-0.7 -0.5 1.0
0.3 -1.0 -1.1

Computed properties:
LUMO (eV): 0.00
HOMO-LUMO gap (eV): 8.338
Total charge: 0
SMILES: CCSC.O.O.O.O
Maximum force (hartree/bohr): 0.106
Electronic energy (Ha): -822.9665

No. 5
Entry from the OMol25 dataset: a single C5H6N6O3S molecule (wB97M-V/def2-TZVPD).

Last column: Löwdin charge in e.
Atoms and positions in Å:
C1 0.1117 -1.2949 -0.7124  -0.0634
C2 1.2741 -0.8205 -1.2578  -0.1406
C3 -0.4631 0.9390 -0.1527  -0.3897
C4 -2.5821 1.2495 0.2947  -0.5391
C5 2.9400 0.0855 1.2410  -0.3771
N1 -1.3254 1.8087 0.1722  0.1968
N2 0.6707 1.4038 -0.8334  0.1225
N3 -0.5735 -0.4036 0.0098  0.1769
N4 1.6730 0.4466 -1.1124  -0.4628
N5 -2.5118 -0.0465 -0.1466  0.2011
N6 -3.2854 -1.1250 0.1346  -0.4289
O1 -3.5801 1.8347 0.6311  0.1113
O2 -4.4576 -0.9443 0.3554  0.1245
O3 -2.7228 -2.1910 0.0188  0.0606
S1 3.2698 0.6501 -0.4852  0.9011
H1 -0.3544 -2.2152 -0.5797  0.0999
H2 2.0621 -1.4280 -1.5898  0.1017
H3 2.5237 -0.9607 1.3029  0.0460
H4 2.2462 0.8870 1.6847  0.0582
H5 3.9172 -0.1520 1.7984  0.0631
H6 1.1679 2.2767 -0.7739  0.1379

Atomic forces in eV per Å
0.5 1.7 -0.9
-1.2 -1.3 0.4
2.1 1.9 -0.6
-1.0 1.2 0.9
0.3 -0.5 0.8
-0.3 0.6 0.2
1.2 -2.0 -0.1
-3.5 1.4 1.7
0.7 1.3 -0.5
2.4 -1.9 -1.3
-0.6 0.2 -0.2
0.2 -0.3 0.1
0.1 0.1 0.2
0.1 -0.6 0.2
-0.7 -0.4 0.8
0.2 -2.1 -0.5
0.6 -1.1 -0.4
-0.3 1.2 -0.6
1.3 -1.5 -0.1
-1.2 1.4 -0.8
-1.0 0.7 0.5

Computed properties:
LUMO (eV): -2.00
HOMO-LUMO gap (eV): 6.787
Total charge: 0
Maximum force (hartree/bohr): 0.080
Electronic energy (Ha): -1146.2747

What is the total charge in the fifth record?
0

What is the formula in the third record?
C3H5FOS

Which formula does entry 5 have?
C5H6N6O3S